The following is a quantum chemistry calculation of C17H25CuO3S4 as an isolated structure, from OMol25.

Structure (XYZ):
```
50
Properties=species:S:1:pos:R:3:forces:R:3:nbo_charge:R:1
C 2.519622 0.297790 0.813006 1.4682 1.3400 0.7918 -0.55
C -1.681282 -4.052058 -0.269885 1.4192 0.2701 -0.2654 -0.17
C 0.680218 -2.908760 -1.315059 0.9430 0.7625 0.0077 -0.28
O -0.506978 -0.989911 -1.954265 0.2980 -1.4464 0.5020 -0.64
C -2.440096 2.009385 1.046742 -1.5290 -0.1552 -0.6027 -0.57
H -0.370578 -5.589638 0.431491 0.1181 0.0258 -0.0130 0.24
H -2.421922 4.409510 -0.076446 -0.1537 -0.1141 -0.0655 0.24
O -2.889134 -0.700826 -0.697741 0.3229 -1.7239 0.3761 -0.60
H -1.297867 1.783559 2.847670 -0.5590 0.1277 0.1219 0.25
S -0.175424 0.394086 1.364627 0.1955 0.4354 -0.0145 0.18
S 3.103539 0.961581 -0.792861 0.2505 -0.5794 -0.5972 0.21
H 1.432273 2.129075 0.957113 -0.1597 -0.8304 0.9687 0.24
C 3.457634 2.747042 -0.724005 0.4020 -0.5399 0.2211 -0.56
H 2.122524 4.130120 0.223718 -0.2695 -0.1704 -0.6167 0.22
H 4.093630 2.913223 -1.606608 -0.2513 -0.3053 0.2361 0.26
H -0.460508 2.748458 1.679733 -0.9649 -0.8980 -0.1870 0.23
C 2.243426 3.648033 -0.767955 -0.3302 0.2631 -0.1025 -0.53
H -4.979170 -2.032159 -0.107953 0.6269 -0.4980 0.1564 0.25
S -2.294552 2.103188 -0.746732 -1.0254 0.7907 -0.0406 0.25
C -2.869994 -1.938242 -0.597550 -1.2651 1.0035 -0.1764 0.58
H -2.081077 4.270518 -1.814660 -0.0604 -0.6055 0.6453 0.25
C -4.094939 -2.700500 -0.141737 -0.3766 0.3396 -0.2475 -0.72
H 2.412170 4.415138 -1.538698 -0.2671 -0.0750 0.4187 0.24
O 1.882198 -4.862375 -0.464118 -0.5459 0.7326 -0.0117 -0.52
C 2.943039 -4.357804 0.372488 -0.9879 -0.0681 1.1981 -0.25
H 2.096207 -0.646139 0.547769 0.0218 -0.8585 -0.1679 0.23
H -3.046715 1.139038 1.233277 -0.3139 -0.4801 0.0013 0.26
C -1.837315 3.854917 -0.808764 0.2624 0.3857 -1.3139 -0.56
C 1.486322 1.160201 1.521093 -0.4472 0.8421 -0.3303 -0.54
C -1.181456 1.886267 1.770987 2.9003 0.5323 1.5917 -0.53
Cu -0.579723 0.520022 -0.905933 -0.1923 0.2817 -0.2450 0.99
C -0.439354 -4.637496 -0.079609 -0.0247 -0.6779 -0.2057 -0.19
H 3.657148 -5.190873 0.506137 -0.3443 0.5836 -0.2505 0.22
H -0.010747 4.985673 -1.004672 -0.0365 0.5363 -0.2009 0.24
H -3.874386 -3.187337 0.823355 -0.4450 0.4072 -0.2655 0.24
H 3.405565 -3.477067 -0.080833 0.1024 -0.1259 0.1203 0.18
H -4.251060 -3.503953 -0.877289 -0.2530 0.1909 0.2693 0.24
H 3.419311 0.170695 1.461018 -0.7812 -0.1743 -0.4345 0.24
H -3.061036 2.854574 1.365937 0.3462 -0.0349 0.0637 0.25
H 2.504024 -4.101292 1.401725 0.7073 -0.2148 -1.3418 0.17
H -2.564920 -4.529643 0.091185 -0.1913 -0.1619 0.2116 0.24
H -0.189375 4.165885 0.554877 0.0475 -0.0044 -1.1618 0.20
H 4.067867 3.015531 0.137548 0.0818 -0.1851 0.0411 0.24
S 0.691630 2.740442 -1.209523 0.3776 1.2897 -0.0145 0.15
C 0.738998 -4.077579 -0.601359 0.5526 -1.2089 0.2363 0.32
C -0.365077 4.075962 -0.556265 0.4752 -0.1954 1.3355 -0.53
C -1.710412 -2.803158 -0.859193 0.4323 1.9849 -0.1559 -0.14
H 1.548043 -2.405524 -1.738522 0.0446 -0.4117 -0.0102 0.24
C -0.515891 -2.179743 -1.402491 -0.6415 -0.1819 -0.0289 0.35
H 1.685607 1.342170 2.589254 0.0205 -0.2001 -0.4469 0.24
```
Positions in Å, forces in eV/Å.

Electronic energy   -4121.44311 hartree
Orbital gap (alpha / beta)   8.837 / 5.604 eV
Spin multiplicity   2
Maximum force   0.0652 hartree/bohr
Energy relative to the best compared isomer or geometry (same formula, charge and spin)   0.134 eV
LUMO level (alpha / beta)   -2.58 / -5.65 eV
⟨S²⟩   0.783
Charge   +1
E_HOMO (alpha / beta)   -11.417 / -11.257 eV



The following is a quantum chemistry calculation of a 4-piece molecular cluster, C4H17N2O4 overall, from OMol25.

Structure (XYZ):
```
27
Properties=species:S:1:pos:R:3:forces:R:3:nbo_charge:R:1
H 0.759834 -2.056690 -1.654114 0.1185 0.0814 -0.2028 0.21
O -0.128668 2.782173 1.781414 -0.2891 0.1079 0.5552 -0.96
C 1.246589 -1.625869 -0.784523 1.0874 0.1339 1.1911 -0.23
H 0.475433 3.255419 2.364036 0.3163 -0.0194 -0.1659 0.48
O -2.137476 -0.120219 1.487806 -0.2366 0.0086 -0.0559 -0.54
H -3.339464 -1.394110 0.526496 0.0361 -0.1799 -0.1053 0.15
C 0.208353 -1.062477 0.198415 -0.4528 0.3195 -0.3321 -0.06
H 2.069847 -3.486420 -0.553049 0.3123 -0.0678 0.2129 0.38
H -1.374362 -1.952041 -1.004088 -0.2564 0.2737 0.0210 0.24
O 2.070393 2.357077 -0.433356 -0.0206 -0.3605 -0.0722 -0.96
C -1.167148 -1.707957 0.043053 0.5193 -0.6811 -0.4739 -0.54
H -1.024188 -2.696093 0.503824 -0.3584 -0.0063 0.0054 0.28
H 2.768615 1.939847 -0.949496 0.1993 0.3389 0.0114 0.48
H -0.091003 0.751677 -0.797703 -0.5039 0.0506 0.4476 0.46
H -0.944698 2.848597 2.298364 -0.1245 -0.1335 -0.3066 0.49
H 0.544990 -1.278183 1.176392 0.5145 -0.3141 1.0494 0.23
H 1.088329 0.866795 0.306528 -0.2712 -0.0883 0.1869 0.46
H -0.469092 0.795029 0.859414 -0.1961 0.1489 0.0223 0.48
H -0.339443 1.235955 -3.099722 -0.2120 0.0639 -0.1898 0.50
H 1.920138 -0.808623 -1.051813 -0.3885 0.2124 -0.5798 0.18
N 0.166960 0.427105 0.154096 0.5825 0.0481 -1.0690 -0.72
H -1.813326 0.861427 -2.766739 0.0251 0.0711 -0.1554 0.50
N 2.132198 -2.590199 -0.088670 -0.9567 -0.1398 -0.5107 -0.84
O -0.955009 1.059397 -2.381601 0.2455 -0.1256 0.2138 -0.97
C -2.317376 -1.037708 0.718733 0.2417 0.4242 0.4526 0.45
H 2.426155 3.180324 -0.083869 0.0623 -0.0148 -0.0669 0.50
H 3.091322 -2.276772 -0.084772 0.0061 -0.1519 -0.0835 0.37
```
Positions in Å, forces in eV/Å.

Electronic energy   -572.85375 hartree
Orbital gap   10.288 eV
Spin multiplicity   1
Maximum force   0.0315 hartree/bohr
Energy relative to the best compared isomer or geometry (same formula, charge and spin)   1.592 eV
LUMO level   -2.73 eV
Charge   +1
E_HOMO   -13.017 eV